Below is a structure of composition C23H29ClN2O2ScSi, with properties calculated with wB97M-V/def2-TZVPD.

Each line ends with the Löwdin charge.
Positions of all 59 atoms, in Å:
Sc 0.24618 0.58055 0.01202  1.173
C 4.68356 1.66308 -1.70665  -0.158
Si 3.56925 1.19892 -0.28651  0.410
C 3.63481 -0.64280 0.01421  -0.166
C 4.09011 2.05701 1.29977  -0.161
N 1.89545 1.59449 -0.68014  -0.160
C 1.47796 2.90480 -0.89653  -0.355
C 2.05702 4.09288 -0.66048  0.008
C 1.08366 5.24634 -0.73698  -0.203
C -1.48335 4.95316 -1.08699  0.020
C -1.99206 3.98632 -0.33086  0.036
C -1.02663 2.85116 -0.22851  -0.385
O -1.59413 1.53182 -0.57048  -0.136
C -2.91312 1.22876 -0.15476  -0.275
C -3.17292 0.92371 1.16838  -0.006
C -4.47746 0.60527 1.52380  -0.049
C -5.48000 0.59387 0.56554  -0.061
C -5.18852 0.89975 -0.75666  -0.049
C -3.89205 1.22406 -1.12901  0.003
H 5.72048 1.38853 -1.50298  0.041
H 4.66310 2.73547 -1.90914  0.030
H 4.37608 1.14702 -2.61812  0.037
H 4.49907 -0.88233 0.63708  0.044
H 3.74251 -1.19448 -0.92128  0.037
H 2.76349 -1.06543 0.52707  0.016
H 5.08002 1.68419 1.57764  0.040
H 3.42272 1.80975 2.13092  0.030
H 4.16280 3.14177 1.24206  0.021
H 3.06743 4.24078 -0.31005  0.108
H 1.49033 6.11657 -1.25153  0.144
H -1.97998 5.89511 -1.27840  0.134
H -2.93242 4.00095 0.20096  0.137
H -2.38403 0.93087 1.90895  0.116
H -4.70426 0.36096 2.55246  0.116
H -6.49230 0.34178 0.84949  0.113
H -5.97258 0.88677 -1.50121  0.115
H -3.63676 1.46538 -2.15180  0.132
Cl -0.30676 5.63230 3.13984  0.730
C 0.21656 4.93189 1.63612  -0.620
C 0.63491 5.69883 0.63258  -0.046
C -0.09905 4.63823 -1.56892  -0.165
C 0.04310 3.13451 -1.32340  -0.126
N -0.36835 2.57230 1.04998  0.085
C 0.20996 3.45568 1.76372  -0.106
H 0.60466 6.76712 0.82060  0.123
H 0.05964 4.89247 -2.61596  0.161
H -0.24141 2.54508 -2.19914  0.171
H 0.73059 3.09128 2.64779  0.133
C 0.98229 -2.52827 -1.55989  -0.053
C -0.28450 -2.29121 -0.76394  -0.500
C -1.47170 -1.94171 -1.64286  -0.049
O -0.08745 -1.23410 0.18012  -0.290
H 0.82669 -3.31648 -2.29798  0.092
H 1.80495 -2.82484 -0.91205  0.076
H 1.28243 -1.62678 -2.10777  0.083
H -0.51955 -3.19184 -0.18877  0.143
H -1.26250 -1.05748 -2.25897  0.083
H -2.35737 -1.74071 -1.03931  0.083
H -1.70119 -2.75741 -2.32960  0.092

Values from the calculation:
Charge: +1
ΔE to the lowest compared entry with this formula, charge and spin, eV: 2.3025
HOMO level, eV: -11.105
Spin multiplicity: 1

Below is a structure of composition C23H47CrNO2S2Si2 in a non-equilibrium geometry, with properties calculated with wB97M-V/def2-TZVPD.

Each line ends with the Löwdin charge.
Positions of all 78 atoms, in Å:
O 1.05135 1.59851 -1.63660  -0.243
O -3.75638 2.38126 -1.65656  -0.168
C 1.27361 3.00427 -1.46656  -0.267
C 2.57002 3.48231 -2.09719  -0.057
H 1.29753 3.19105 -0.38944  0.117
H 0.44821 3.59241 -1.89019  0.110
H 3.46702 2.98960 -1.69405  0.076
H 2.67944 4.54831 -1.84648  0.092
H 2.57762 3.34762 -3.18994  0.088
C 0.14617 1.20427 -2.71171  -0.212
C -0.70460 2.24663 -3.43488  -0.062
H -0.54248 0.45197 -2.28113  0.112
H 0.84082 0.71781 -3.42220  0.114
H -1.58080 2.60132 -2.86342  0.076
H -1.12933 1.73888 -4.31747  0.097
H -0.11405 3.10178 -3.78786  0.081
C -4.13851 1.03918 -1.35574  -0.282
C -3.99427 3.22752 -0.53370  -0.290
C -4.36080 0.22607 -2.61716  -0.071
H -5.09712 1.05746 -0.79313  0.123
H -3.36014 0.54483 -0.72837  0.098
H -5.15736 0.64201 -3.23598  0.083
H -4.66103 -0.77033 -2.29863  0.077
H -3.47012 0.10551 -3.23461  0.063
C -4.61873 4.55349 -0.92807  -0.074
H -3.06250 3.42819 0.02861  0.108
H -4.69375 2.75002 0.17841  0.113
H -4.10782 5.05932 -1.74485  0.074
H -4.60759 5.21118 -0.05196  0.080
H -5.65981 4.39757 -1.23183  0.081
H -1.22332 -1.11535 1.77057  0.031
Cr 2.34378 0.07325 0.08921  0.715
C -1.68399 -0.11494 1.57026  -0.213
Si -1.35470 0.95037 3.10051  0.529
H -1.26290 0.40420 0.66380  0.022
H -2.76404 -0.29682 1.34222  0.029
C -0.73122 2.73519 2.89337  -0.179
C 0.23898 0.17263 3.80042  -0.184
C -2.94578 0.35833 3.95400  -0.192
C 3.10089 -0.91528 -1.59083  -0.235
Si 1.91023 -2.31255 -1.93875  0.421
H 4.08191 -1.26233 -1.18925  0.049
H 3.30489 -0.24735 -2.43948  0.034
C 1.86523 -2.21475 -3.81370  -0.166
C 0.12098 -2.44609 -1.39313  -0.166
C 2.75096 -3.88129 -1.35753  -0.160
H -3.79981 0.35759 3.25584  0.027
H -3.29258 0.84756 4.86974  0.024
H -2.79163 -0.69516 4.23754  0.042
H 0.35803 2.73992 2.69912  0.020
H -0.87806 3.30221 3.82594  0.037
H -1.19504 3.32583 2.09163  0.011
H 1.14510 0.75320 3.55279  0.008
H 0.37548 -0.83743 3.38221  0.011
H 0.15195 0.10551 4.89413  0.038
H -0.54561 -2.08865 -2.18866  0.034
H -0.14458 -1.90785 -0.47683  0.002
H -0.11340 -3.51005 -1.24005  0.052
H 2.28582 -4.73420 -1.86533  0.049
H 2.66895 -4.02375 -0.27440  0.015
H 3.81282 -3.84399 -1.62512  0.044
H 1.81124 -3.22064 -4.24265  0.046
H 2.78899 -1.72448 -4.14906  0.037
H 1.00692 -1.62294 -4.15623  0.031
S 3.84493 1.04347 1.82289  0.655
C 3.58835 -0.54217 2.33664  -1.127
N 2.66643 -1.32380 1.69260  -0.086
C 2.63028 -2.60440 2.29056  -0.308
C 1.67627 -3.60682 2.07936  -0.041
C 1.84106 -4.85436 2.67274  -0.066
C 2.94148 -5.13635 3.48357  -0.060
C 3.88483 -4.13072 3.77465  -0.061
C 3.67376 -2.86903 3.21338  -0.419
S 4.58864 -1.36037 3.51819  1.072
H 0.83578 -3.36155 1.44851  0.102
H 1.09417 -5.62750 2.49831  0.115
H 3.06041 -6.11674 3.92071  0.109
H 4.74253 -4.28956 4.42823  0.117

Values from the calculation:
<S²>: 4.23
Charge: +1
HOMO level (alpha / beta), eV: -11.275 / -11.359
Spin multiplicity: 4

Below is a cluster of 2 separate species, C3H11N2O2 in total in a non-equilibrium geometry, with properties calculated with wB97M-V/def2-TZVPD.

Each line ends with the Löwdin charge.
Positions of all 18 atoms, in Å:
C 0.14098 -0.15546 1.24948  -0.246
N 0.21514 1.12305 0.41298  -0.104
C 1.40899 1.18919 -0.54411  -0.538
O 2.11722 0.02937 -0.63168  -0.380
C -0.64559 -1.35883 0.67108  -0.309
N -0.20675 -1.57611 -0.70790  -0.043
H 1.17082 -0.67706 1.21737  0.106
H -0.21879 0.10348 2.28835  0.099
H 0.38777 2.09556 0.93514  0.128
H 0.94313 1.51841 -1.48008  0.053
H 2.31888 1.93420 -0.31365  0.088
H -0.34896 -2.25756 1.22552  0.103
H -1.69591 -1.10599 0.56425  0.056
H 0.38737 -0.87511 -1.19713  0.041
H 0.41333 -2.36140 -0.85255  0.042
H -2.62646 0.73954 -1.11505  -0.090
H -1.65691 0.51192 -0.28396  0.055
O -2.68714 0.65762 -0.26612  -0.063

Values from the calculation:
Charge: -1
ΔE to the lowest compared entry with this formula, charge and spin, eV: 2.7428
HOMO level, eV: -2.683
Spin multiplicity: 1

Below is an isolated molecule of C3H9O2P in a non-equilibrium geometry, with properties calculated with wB97M-V/def2-TZVPD.

Each line ends with the Löwdin charge.
Positions of all 15 atoms, in Å:
C 1.55596 -0.39003 -0.95738  -0.114
C 0.12574 -0.64035 -0.50039  -0.217
C -0.30250 0.24210 0.73671  -0.493
O 0.43045 -0.05047 1.82597  -0.016
P -1.45453 1.53971 1.05404  0.725
O -2.44807 0.09922 1.46915  -0.433
H 1.55477 -0.87452 -1.96429  0.088
H 2.33847 -0.83523 -0.30326  0.078
H 1.75272 0.68996 -1.04372  0.081
H 0.05827 -1.67882 -0.13110  0.118
H -0.56401 -0.59642 -1.35188  0.111
H 1.23385 -0.60228 1.65419  0.129
H 0.01200 2.16976 0.71329  -0.004
H -1.88350 1.70586 -0.25831  -0.069
H -3.42106 0.03902 1.47542  0.016

Values from the calculation:
ΔE to the lowest compared entry with this formula, charge and spin, eV: 3.9722
HOMO level (alpha / beta), eV: -7.749 / -7.749
Spin multiplicity: 1
SMILES string: CCC(O)=[PH2]O

Number 1: calculated total energy -2664.1143 hartree. Number 2: calculated total energy -3529.3859 hartree. Number 3: calculated total energy -380.7990 hartree. Number 4: calculated total energy -611.4002 hartree.